# 1
56
Properties=species:S:1:pos:R:3:forces:R:3 method="wB97M-V/def2-TZVPD" charge=+1 homo_lumo_gap_ev=7.40 homo_energy_ev=-12.078
H -3.845160 -0.190009 5.410249 0.43 0.07 -0.11
N 1.629629 -0.562303 2.046100 0.93 -0.92 0.48
C -3.262403 0.509646 2.970531 0.07 -0.04 0.26
C 4.176973 -0.183716 -2.206777 -0.36 -0.07 -0.02
C 2.166361 1.305319 -1.899500 0.47 -0.05 -0.18
H 4.568994 -0.764863 -1.371425 0.11 0.07 0.03
B -1.169209 1.868571 3.850509 0.51 0.58 0.22
O 0.948033 1.392571 -1.708213 0.02 -0.35 0.29
S -6.092104 1.025358 4.231096 0.19 -0.07 -0.05
C -1.956479 0.970686 2.773229 -0.28 -0.23 0.51
N 2.767946 0.103520 -1.985207 0.09 1.08 0.19
H 0.680426 1.507772 4.720322 0.04 0.34 0.63
H 3.504494 2.540068 -3.035667 0.09 0.00 0.04
H 0.713631 -1.857197 -2.446002 -0.19 -0.19 -0.07
H 4.291175 -0.763923 -3.122656 0.09 0.06 -0.04
C 2.352037 -2.817566 -3.059811 0.05 -0.31 -0.30
O -0.054393 1.058271 1.343659 -0.75 -0.38 -0.20
H 3.350113 -4.408246 -2.010132 0.04 0.02 0.06
C 3.602274 -3.537672 -2.616442 -0.03 -0.01 0.02
H -3.266726 -1.831110 -0.686090 -0.01 0.01 -0.06
N 1.532503 -2.316990 -2.078388 -0.11 -0.53 0.22
N -1.978142 -0.095034 0.616026 0.35 0.11 0.20
H -1.175291 2.203740 -0.690636 0.18 0.27 0.00
H 4.247163 -2.873188 -2.038790 -0.04 -0.18 0.05
H -2.936233 2.019369 -0.944182 -0.09 0.21 0.16
C -1.744085 0.410915 -1.729888 -0.23 0.58 -0.21
H 3.789960 2.565719 -1.281228 0.08 0.00 -0.06
H -1.894636 2.466172 -2.281346 0.06 0.24 -0.14
C 1.701903 -2.381956 -0.635239 -0.57 -0.32 -0.24
C -3.256825 -0.512428 0.805354 -0.63 -0.38 -0.06
H 0.853508 -2.904723 -0.187896 0.11 -0.03 0.13
H 2.613398 -2.903128 -0.366290 0.04 -0.01 -0.03
H -4.329812 -0.602658 -0.852444 -0.39 -0.19 0.01
H 2.140282 -0.683204 -1.894898 0.38 0.28 -0.39
N -1.349914 -0.433183 -0.584442 -0.01 -0.35 -0.38
O -1.318051 3.223999 3.747914 -0.35 -0.50 0.10
N -3.927866 -1.248499 -0.177168 0.68 0.31 -0.03
H 1.749473 -1.375574 -0.226982 0.12 -0.03 0.23
H -0.342095 -0.383605 -0.495762 0.06 0.27 0.34
P -4.193861 0.842651 4.521875 -1.30 0.25 0.04
H -3.577965 1.993158 5.048155 0.39 -0.21 -0.03
H 2.398374 3.414200 -1.968676 -0.05 -0.01 0.00
C -1.365120 0.620354 1.590639 0.27 0.46 0.23
H 4.141286 -3.869361 -3.497492 -0.05 0.03 -0.06
H -4.911691 -0.569160 2.133178 -0.21 -0.09 -0.03
H -0.458448 0.354490 5.062053 0.35 -0.10 -0.11
N -0.307852 1.333141 4.856787 -0.30 -0.56 -0.93
H 4.751697 0.730160 -2.297043 0.01 0.04 0.01
H -2.622816 0.012510 -2.225727 -0.22 -0.22 0.11
H -0.936605 0.321927 -2.439869 0.32 -0.09 -0.02
C 0.824689 0.179056 1.731834 -0.50 0.97 -0.34
C 3.024972 2.532486 -2.057078 -0.16 0.09 0.03
C -1.946522 1.879683 -1.375907 -0.32 -0.65 0.01
C -3.902785 -0.220214 1.997350 0.25 0.17 -0.21
O 2.059037 -2.666906 -4.227672 0.02 0.10 0.13
H -2.173799 3.423971 3.351678 0.30 0.47 -0.40

# 2
55
Properties=species:S:1:pos:R:3:forces:R:3 method="wB97M-V/def2-TZVPD" relative_energy_kcal_mol=9.4 homo_lumo_gap_ev=5.99 homo_energy_ev=-6.166
N 0.284844 -1.051984 -4.081306 -0.01 0.02 -0.01
H -2.530863 -0.075213 -5.214605 0.00 0.00 0.00
H -3.296986 0.158553 -3.632227 0.00 0.00 0.00
H -0.679645 3.822372 1.700795 0.01 0.01 0.01
H 0.752373 0.986592 -4.129698 0.00 0.00 0.00
S 1.061038 -3.468711 0.074595 0.09 0.19 -0.18
H 3.859959 -0.370231 1.606444 0.01 0.00 0.01
H -2.775803 -1.322060 -1.833645 -0.01 0.01 -0.01
C -1.854692 -1.612354 -2.349734 0.05 -0.03 0.03
C -2.377406 -0.146024 -4.136674 0.02 0.00 0.01
H -2.432471 2.154464 1.874521 0.00 0.00 0.00
C 0.461961 -1.148181 -2.636220 0.00 -0.06 0.00
C -1.092238 0.648157 -2.311902 -0.02 -0.03 -0.06
C 2.248495 -1.027721 2.870658 0.01 -0.07 -0.15
N -0.754644 -0.726780 -1.904194 -0.10 0.09 0.11
Ba -0.737796 -1.232649 1.064494 0.37 -0.21 0.14
H -1.597814 -2.637471 -2.071399 0.00 0.00 0.00
S 0.010944 -4.716632 1.350669 -0.16 -0.11 0.02
N -2.077095 -1.534958 -3.787904 -0.02 -0.02 -0.01
C -0.832947 0.502424 4.227975 0.07 -0.01 0.05
C 1.447856 2.384773 0.705502 0.01 -0.01 0.00
H 0.687417 -2.176315 -2.349639 0.01 0.01 -0.01
H -0.287133 1.321291 -2.008821 0.01 -0.01 0.00
C -0.832235 -1.921078 -4.462572 0.02 0.01 0.02
O 0.908261 -0.663387 3.165865 -0.04 -0.03 0.07
H 0.333737 2.967964 2.875896 0.02 0.00 -0.01
H -0.209738 0.402327 -5.500665 0.00 0.00 0.00
H 3.158529 1.463827 -0.192703 0.00 -0.03 0.00
H 1.030287 -0.014211 5.126744 0.04 -0.02 -0.01
H 2.184472 -2.004058 2.384219 -0.02 -0.02 0.05
H -1.273078 -0.451411 4.525002 0.02 0.00 0.02
C 2.112517 1.210824 0.017199 0.01 0.01 -0.02
C -0.410613 2.829751 2.083475 0.00 -0.01 -0.01
S -2.149541 -2.835174 3.170017 -0.13 0.02 -0.01
H 1.200778 1.256157 3.900379 -0.03 0.01 -0.04
H -0.587721 -2.950036 -4.196471 0.00 0.00 0.00
H 1.621394 1.014650 -0.934562 -0.02 -0.01 -0.01
H 2.853123 -1.130041 3.776183 -0.04 0.09 0.05
H 2.946092 0.949189 2.366625 0.03 0.01 -0.02
O 0.127845 2.017589 1.058012 0.00 -0.01 0.01
O -1.437636 0.799886 2.969576 0.02 -0.03 -0.02
H -2.006796 0.956815 -1.796402 -0.01 0.00 -0.01
S -0.267813 -3.718554 3.134784 -0.04 0.10 -0.03
C 0.677217 0.323994 4.145000 -0.11 0.03 -0.01
H 1.451614 3.253636 0.035828 0.00 0.00 0.00
C 2.859786 -0.039142 1.903268 -0.02 0.00 0.04
N -1.296497 0.769227 -3.750927 0.00 0.01 0.00
H -0.980490 -1.858865 -5.541836 -0.01 0.00 0.00
O 2.007771 0.017458 0.763904 0.02 0.08 0.02
H 1.299269 -0.517476 -2.334044 0.00 0.03 0.00
H -1.086238 1.270118 4.966106 0.01 0.02 -0.02
H -2.009967 2.723701 3.495060 -0.03 -0.03 0.00
C -1.646772 2.153805 2.632616 -0.02 0.03 0.01
C -0.067504 0.326038 -4.421368 0.00 -0.02 0.00
H 2.002598 2.665134 1.608106 -0.02 0.02 0.01

# 3
54
Properties=species:S:1:pos:R:3:forces:R:3 method="wB97M-V/def2-TZVPD" smiles="CCOC(=O)OC.CCOC(=O)OC.BrCCBr.BrCCBr.BrCCBr" relative_energy_kcal_mol=34.7 homo_lumo_gap_ev=10.41 homo_energy_ev=-10.087
Br -2.239104 -3.825185 -8.208251 -0.09 -0.18 0.13
Br -6.292134 -5.014125 -5.984281 1.18 0.25 -1.16
H 1.478336 1.145645 -4.092441 -0.37 0.18 0.43
H 0.048916 1.382695 -5.149511 0.39 -0.21 -0.49
H -4.675374 -5.543005 -7.990461 -0.51 0.06 0.14
Br 4.603876 4.463425 0.857039 -0.30 0.48 0.58
C -0.871364 -0.786845 0.222639 1.23 2.16 -1.07
C 3.838686 5.056235 2.577029 -0.87 -0.34 0.22
H -2.628534 6.827705 -3.736251 -0.05 0.37 -0.22
H -5.287684 -3.827185 -8.046791 -0.01 -0.28 0.14
H -0.811674 5.867185 -1.994671 -0.01 0.41 -0.28
C -0.283224 3.602665 -4.171431 -4.82 -0.22 0.36
C 0.213366 -1.483495 2.159099 1.88 0.57 1.16
H -0.279424 -0.423395 4.990919 0.09 0.71 -0.34
H 0.067786 -0.729805 -0.327671 0.11 -0.35 -0.20
O -0.336934 -1.564895 3.362179 0.57 -0.02 1.23
Br 1.778846 -6.910645 6.562299 0.81 0.71 1.01
H 2.853886 5.514225 2.484719 0.30 0.45 -0.99
C -4.897464 -4.635725 -7.428661 1.84 0.36 1.89
H -2.254574 -2.248795 -0.183511 -0.14 -0.16 -0.50
H 4.505286 5.782935 3.041429 0.09 -0.41 0.00
C -3.493574 -4.148155 -6.747531 -1.98 0.23 -0.80
C -2.006394 -1.276765 -0.609731 -0.62 -0.17 -0.38
H 1.840366 1.753965 -5.625211 -0.66 0.23 -0.51
H 1.287326 -5.171555 9.081049 0.10 -0.06 0.19
O -0.076994 4.717855 -3.457931 0.68 0.02 -0.24
O -0.746464 -1.599565 1.314509 -1.85 -2.27 0.22
H -2.911974 -0.671215 -0.573031 0.13 0.13 0.21
C 0.417496 -1.101635 4.498599 -1.38 0.39 1.13
H -3.021514 -4.805425 -6.017291 -0.35 -0.24 -0.37
H -0.968734 0.217335 0.635259 -0.51 0.38 -0.30
C -1.592264 6.623605 -4.005661 0.00 -0.93 1.97
O -1.401644 3.117405 -4.477791 2.85 1.34 0.78
C -1.164854 5.496715 -2.957011 -0.44 -0.19 -1.61
H -1.945754 4.766665 -2.744111 -0.44 0.37 -0.20
C 1.039956 1.751675 -4.885311 -0.18 0.31 0.50
H 4.332286 3.409265 3.933739 0.09 -0.09 -0.41
C 2.913356 -5.910585 7.919839 0.46 -0.21 -1.36
O 1.383436 -1.312645 1.928519 -0.07 0.21 -0.12
H 3.195076 -4.992925 7.403469 -0.66 0.32 0.13
C 2.233626 -5.689745 9.236179 -0.43 -0.39 -0.33
C 3.485496 3.809935 3.376489 1.51 -0.29 0.16
Br 2.254646 4.208425 4.800819 -0.46 0.10 0.05
O 0.864796 3.109435 -4.414181 2.92 -1.29 -0.58
H -0.989264 7.514395 -3.829661 -0.05 -0.03 -0.17
H 3.115366 3.047985 2.690549 -0.36 0.08 0.39
H -1.718964 -1.345175 -1.658931 -0.07 -0.26 0.07
H -3.635164 -3.167415 -6.293441 -0.08 -0.19 0.02
H 0.426566 -1.831985 5.307679 0.76 -0.78 -0.64
Br 1.788756 -7.410735 10.073399 0.17 0.48 0.04
H 1.362876 -0.584905 4.333179 -0.12 -0.52 -0.48
H 2.874426 -5.123025 9.911689 -0.05 -0.17 0.00
H -1.562724 6.343625 -5.058671 0.18 -0.38 0.27
H 3.888926 -6.394425 7.967129 -0.41 -0.68 0.30

# 4
56
Properties=species:S:1:pos:R:3:forces:R:3 method="wB97M-V/def2-TZVPD" charge=-1 relative_energy_kcal_mol=23.1 homo_lumo_gap_ev="1.58 / 10.42" spin_multiplicity=2 s2=0.750 homo_energy_ev="0.543 / -8.335"
C 30.814043 9.866665 -14.986337 0.25 0.79 -0.08
C 37.761433 4.156376 -17.392663 0.39 0.69 0.24
Cl 37.929654 4.430811 -21.171416 -0.15 -0.59 -0.54
H 29.019842 9.379138 -16.150008 0.05 0.45 0.15
H 38.225640 4.692471 -18.220443 -0.19 -0.79 -0.61
H 38.148520 8.696435 -17.008863 0.16 -0.12 0.40
Cl 33.784893 0.299501 -17.471583 -0.25 0.42 0.16
Cl 38.925598 3.008607 -16.701199 0.64 0.13 0.26
H 32.985163 2.976393 -18.197140 -0.57 -0.04 -0.24
H 30.675290 10.947791 -14.983656 0.10 -0.08 0.19
C 33.077266 7.152249 -18.172876 0.36 1.69 1.09
H 32.764681 3.346785 -16.508224 0.29 -0.33 -0.08
C 36.611899 5.511832 -21.743470 0.78 0.86 1.59
Cl 34.006957 5.741106 -18.468664 1.00 -1.67 -0.01
Cl 35.645787 3.176023 -16.081796 -0.13 -0.02 -0.09
H 31.324174 9.559237 -14.073458 -0.25 -0.02 -0.08
C 30.488486 9.029962 -24.237259 0.92 0.60 -0.13
H 37.592837 7.402079 -22.212629 0.27 0.01 0.31
C 37.592310 9.405953 -16.396232 0.01 0.19 -0.08
H 31.124547 9.810392 -23.819580 -0.87 0.59 0.64
H 29.939277 7.044821 -23.607841 0.25 -0.11 -0.12
C 32.325650 1.235239 -17.002733 -1.09 0.31 -0.14
Cl 30.701228 3.374241 -17.432456 -0.29 0.01 -0.46
H 38.216700 11.141881 -17.473618 -0.64 0.24 0.14
Cl 37.635809 11.944820 -15.267846 0.35 -0.65 -0.63
H 36.057437 7.495765 -21.357729 0.21 0.28 0.24
Cl 33.739471 8.504679 -20.477660 -0.05 -0.44 0.13
H 32.393486 7.016494 -17.334963 -0.69 -0.53 -0.62
C 37.011439 6.970087 -21.398098 -0.76 -0.35 -1.45
C 32.531331 7.638009 -19.463119 -1.47 0.68 -0.44
H 36.724605 2.382650 -18.009077 -0.23 0.25 -0.22
C 29.448760 9.235705 -15.158262 -0.06 -0.56 -0.31
Cl 28.319021 9.990565 -13.921238 0.48 -0.37 -0.49
H 37.604956 4.993139 -16.711906 -0.21 -0.39 0.49
H 31.467223 0.763931 -17.481348 0.28 0.15 -0.73
H 30.999222 9.014790 -25.200075 -0.47 -1.04 -0.34
H 32.051136 1.015431 -15.971027 0.77 0.40 0.31
H 32.029080 6.845560 -20.017992 0.69 -0.17 -0.19
C 38.260409 10.728860 -16.465855 1.16 0.94 -0.55
H 35.866588 3.972846 -18.311987 -0.13 -0.37 0.03
H 33.745549 7.878507 -17.710215 0.24 0.14 -0.40
C 36.497717 3.384896 -17.645586 -0.03 0.50 -0.08
Cl 30.444153 8.152379 -21.674523 -0.33 0.36 0.72
H 36.453608 5.360634 -22.811271 -0.14 0.04 0.27
H 31.687728 7.433412 -23.537863 -0.01 -0.07 0.23
H 35.754383 5.327077 -21.096453 -0.14 -0.55 -0.50
Cl 28.779500 9.534011 -24.555269 0.83 -0.15 0.42
C 30.679146 7.804582 -23.355929 -0.63 -0.10 -1.72
C 32.355641 2.763463 -17.333154 0.84 -0.95 1.12
H 37.512387 9.129958 -15.344786 -0.28 -0.46 -0.25
Cl 36.033962 9.538170 -17.204256 -0.85 -0.23 0.10
Cl 37.862018 7.159096 -19.866881 -0.09 0.28 0.19
Cl 32.022531 9.614912 -16.317893 -0.63 -0.18 0.28
H 29.449542 8.154359 -15.021141 0.03 0.10 0.38
H 31.718271 8.359256 -19.380329 0.24 0.19 0.66
H 39.338973 10.608130 -16.364757 0.03 0.05 0.83